Density functional theory data (wB97M-V/def2-TZVPD) for a molecular structure, C18H24N3O2Tb at a distorted geometry.

```
48
Properties=species:S:1:pos:R:3:mulliken_spin:R:1
Tb -0.5157 0.3968 0.5398 6.00
O -0.4229 -1.6776 1.0381 0.00
O -3.6290 0.0221 -2.6191 0.00
N -2.6896 -0.5023 -1.7588 0.00
N 1.8159 0.3311 1.8875 0.03
N -1.4284 -1.5105 0.1728 -0.02
C -1.1287 2.2677 2.2706 0.00
C 1.7806 0.5834 3.3281 0.00
C 3.7312 1.3535 -2.4059 0.00
C 2.5491 1.0456 -3.0591 0.00
C -1.0281 -3.6613 -0.9482 0.00
C -1.6764 -2.3290 -0.7793 0.01
C -1.5293 2.7840 1.0212 0.00
C 2.4492 -0.9772 1.6668 0.00
C 1.3212 0.9459 -0.9258 0.04
C 3.7283 1.4444 -1.0210 0.00
C -1.9549 1.1596 2.5740 0.00
C 2.5546 1.2423 -0.3044 -0.04
C -2.8689 0.9978 1.5141 0.01
C -2.6000 1.9932 0.5504 -0.02
C -2.6479 -1.7771 -1.7548 0.00
C 1.3853 0.8471 -2.3252 -0.01
C 2.6110 1.3733 1.2085 0.00
C -3.4674 -2.6730 -2.6288 0.00
H -3.5356 0.9686 -2.4847 0.00
H 4.6459 1.5167 -2.9623 0.00
H 2.5691 -1.1531 0.5997 0.00
H 2.2131 2.3487 1.5062 0.00
H 1.3496 1.5617 3.5315 0.00
H -1.7612 -4.4641 -0.8501 0.00
H 1.8213 -1.7636 2.0825 0.00
H 3.4373 -1.0132 2.1452 0.00
H -1.1758 3.7009 0.5747 0.00
H 0.4780 0.6062 -2.8780 0.00
H -3.9779 -2.0908 -3.3897 0.00
H -1.9806 0.6298 3.5138 0.00
H 1.1702 -0.1788 3.8129 0.00
H -0.4375 2.7475 2.9461 0.00
H -0.5635 -3.7334 -1.9325 0.00
H 3.6575 1.3232 1.5437 0.00
H -3.2142 2.2269 -0.3062 0.00
H -0.2664 -3.7773 -0.1807 0.00
H 2.5368 0.9606 -4.1401 0.00
H -4.2129 -3.1988 -2.0280 0.00
H -3.6977 0.3077 1.4927 0.00
H 2.7901 0.5512 3.7597 0.00
H 4.6516 1.6670 -0.4942 0.00
H -2.8363 -3.4237 -3.1037 0.00
```

Output
<S²>: 12.70
Total charge: 0
Energy (eV): -50052.91463
2S+1: 7
Kohn-Sham gap (spin up / spin down) (eV): 8.50 / 8.22
HOMO level (spin up / spin down) (eV): -8.04 / -7.76
Lowest unoccupied orbital energy (spin up / spin down) (hartree): 0.0169 / 0.0169

Density functional theory data (wB97M-V/def2-TZVPD) for C3H5F in the gas phase at a distorted geometry.

```
9
Properties=species:S:1:pos:R:3:nbo_charge:R:1
F -1.0918 1.8506 1.6118 -0.32
C 0.4925 -0.8468 -0.7529 -0.65
C -0.4674 1.2473 0.6044 0.21
C -0.2002 -0.1811 0.4420 -0.26
H -0.0051 1.8459 -0.1570 0.15
H -0.2518 -0.9147 1.2927 0.20
H -0.2495 -1.5765 -1.2533 0.22
H 0.5444 -0.0300 -1.5119 0.22
H 1.2290 -1.3946 -0.2757 0.23
```

Output
Total charge: 0
Energy (eV): -5907.41292
Structure (SMILES): C/C=C/F
Kohn-Sham gap (eV): 10.13
HOMO level (eV): -8.93
Lowest unoccupied orbital energy (hartree): 0.0440

Density functional theory data (wB97M-V/def2-TZVPD) for 10 unconnected molecules or ions with the total composition C25H71NO10 at a distorted geometry.

```
107
Properties=species:S:1:pos:R:3:mulliken_charge:R:1
O 8.6491 -9.2247 -16.0896 -0.16
O 11.3583 -15.6704 -11.0232 -0.58
O 10.3640 -3.6617 -11.5674 -0.61
O 12.0336 -8.3231 -8.6478 -0.61
O 4.9544 -8.5558 -14.1726 -0.64
O 4.5007 -12.4323 -10.8685 -0.33
O 5.2523 -7.7026 -10.3222 -0.47
O 12.6627 -7.9607 -13.8738 -0.45
O 6.0831 -10.0090 -6.0356 -0.57
O 7.0745 -8.5194 -12.5341 0.08
N 10.7614 -7.4184 -15.9919 -0.78
C 7.2170 -10.5548 -11.3948 -0.84
C 8.0124 -9.3480 -11.9002 1.55
C 5.0783 -8.4976 -9.1578 -0.47
C 4.7120 -10.8367 -14.2797 -1.08
C 9.3357 -15.1681 -9.9719 -1.16
C 7.7994 -10.1807 -16.7152 -0.84
C 10.2748 -5.9493 -10.7608 -0.51
C 11.0558 -10.0321 -7.3975 -1.12
C 2.6436 -9.4345 -14.1960 -1.62
C 8.4923 -4.8968 -12.3042 -0.49
C 4.0689 -9.5911 -13.7280 1.35
C 4.6067 -13.2237 -9.7075 -0.29
C 9.2887 -5.5412 -16.1326 -1.67
C 11.3311 -10.2409 -9.9382 -0.33
C 6.1278 -11.3868 -6.4179 0.63
C 11.0664 -9.3480 -8.7176 0.77
C 13.1426 -9.1389 -13.2072 -0.38
C 10.1324 -15.0506 -11.2658 0.17
C 7.1673 -11.5759 -7.4867 -0.09
C 8.4800 -7.9019 -16.5461 -1.21
C 9.4927 -4.6718 -11.1284 0.11
C 9.1277 -9.7609 -12.8682 -0.68
C 10.2430 -13.5594 -11.6639 -0.60
C 9.4135 -6.9730 -15.8098 2.19
C 6.4258 -12.1144 -5.1460 -1.67
H 8.4825 -8.8013 -11.0827 -0.63
H 8.0438 -3.9795 -12.6857 0.39
H 9.1885 -16.2213 -9.7327 0.39
H 5.5062 -12.9890 -9.1384 -0.20
H 3.8746 -12.8405 -11.4709 0.24
H 5.1336 -11.7137 -6.7227 0.28
H 4.4861 -11.0084 -15.3321 0.40
H 9.6804 -8.9026 -13.2502 0.00
H 4.6931 -7.9984 -8.2686 0.39
H 4.5999 -14.2703 -10.0120 0.35
H 7.1722 -12.6204 -7.7984 0.15
H 13.4396 -7.4252 -14.0509 0.20
H 12.3508 -9.8399 -12.9433 0.00
H 9.2537 -13.1727 -11.9086 0.17
H 4.5330 -7.0715 -10.3989 0.24
H 8.2292 -5.3333 -15.9830 0.37
H 6.6056 -8.1497 -11.7823 0.10
H 9.6630 -15.5977 -12.0833 0.37
H 9.8361 -10.4606 -12.4246 -0.11
H 7.7592 -5.6683 -12.0685 0.16
H 7.9537 -11.1458 -10.8505 0.27
H 8.1277 -11.3101 -7.0450 0.20
H 8.9572 -4.2953 -10.2568 0.37
H 5.8020 -10.8312 -14.2865 -0.03
H 6.4144 -10.3730 -10.6800 -0.17
H 10.4629 -10.8860 -10.0734 -0.23
H 8.1765 -11.2018 -16.7732 0.27
H 4.3737 -11.7256 -13.7472 0.24
H 12.2171 -10.8688 -9.8440 0.60
H 7.6088 -9.9224 -17.7569 0.44
H 11.0043 -9.3035 -6.5883 0.43
H 7.4448 -7.6075 -16.3731 0.39
H 10.0755 -8.8958 -8.7599 -0.04
H 8.6857 -7.6991 -17.5971 0.41
H 8.6844 -10.2497 -13.7357 0.20
H 2.5601 -9.5715 -15.2741 0.38
H 9.0866 -5.2314 -13.1544 -0.21
H 6.7838 -9.8385 -5.4019 0.36
H 6.3242 -13.1942 -5.2540 0.41
H 11.1187 -5.7745 -10.0934 0.38
H 9.1888 -7.1980 -14.7672 -0.79
H 9.8650 -4.8557 -15.5112 0.30
H 4.0755 -9.7111 -12.6446 -0.16
H 11.7989 -15.2516 -10.2802 0.35
H 2.0151 -10.2875 -13.9397 0.38
H 9.5616 -5.3423 -17.1690 0.42
H 8.3366 -14.7453 -10.0774 0.22
H 5.9503 -9.0560 -8.8175 -0.01
H 9.5528 -6.6715 -10.3798 0.06
H 6.9276 -10.9486 -8.3452 -0.49
H 10.1980 -10.7045 -7.4116 0.03
H 5.8269 -11.7338 -4.3186 0.39
H 10.6724 -8.4214 -16.0697 0.35
H 11.7993 -7.6754 -7.9790 0.38
H 11.3338 -7.3705 -15.1612 0.25
H 11.8999 -10.7128 -7.2874 0.35
H 13.6061 -8.7475 -12.3016 0.25
H 6.8072 -11.1758 -12.1913 -0.01
H 2.1999 -8.4680 -13.9567 0.37
H 10.8850 -13.4649 -12.5398 0.35
H 4.2515 -9.1582 -9.4186 0.32
H 11.0368 -3.9832 -12.1720 0.34
H 11.4241 -9.6696 -10.8618 -0.18
H 13.9069 -9.6504 -13.7923 0.35
H 3.7295 -13.0182 -9.0940 0.28
H 10.6822 -12.9952 -10.8412 0.01
H 9.7541 -14.6684 -9.0982 0.32
H 10.7343 -6.4143 -11.6331 0.02
H 6.8144 -10.1841 -16.2485 0.20
H 5.8344 -8.5953 -13.7910 0.43
H 7.4480 -12.0040 -4.7841 0.39
```

Output
Total charge: 0
Energy (eV): -49037.93475
Structure (SMILES): COC[C@H](C)N.CC(C)O.CC(C)O.CC(C)O.CC(C)O.CC(C)O.CC(C)O.CO.CO.CO
Kohn-Sham gap (eV): 8.82
HOMO level (eV): -8.44
Lowest unoccupied orbital energy (hartree): 0.0138

We obtain energy above the lowest of the compared OMol25 structures with the same formula, charge and spin values of 11.2; 28.1; 53.9 kcal/mol for the records listed above, in that order.